(1)
Molecular formula: C6H6NO3P
Method: DFT, wB97M-V/def2-TZVPD

The charge is -2. Its orbital gap is 6.3394 eV.

XYZ file:
```
17
C6H6NO3P, DFT wB97M-V/def2-TZVPD
C -3.3766 0.9774 -1.5198
H 2.5326 -2.5500 1.9175
H -3.7335 1.1051 -2.5766
O 2.3408 -3.3002 -1.9076
O 0.1842 -2.0253 -1.2701
O 1.0105 -3.8259 0.2598
H -4.2087 0.7479 -0.9076
C -0.9131 0.2766 -0.8857
C 4.5229 -0.2758 2.4846
H -0.5843 -0.9880 -1.0605
P 1.4481 -2.8445 -0.8159
H -0.1307 0.8670 -0.3188
H 4.8407 0.3593 3.2389
C 3.7876 -0.9801 1.8588
N 2.5083 -1.5278 -0.0631
C -2.0739 0.7408 -1.2500
C 2.8403 -1.7789 1.0908
```


(2)
Molecular formula: C6H6NO4
Method: DFT, wB97M-V/def2-TZVPD

The charge is -1. As for the SMILES: O=C([O-])[C@H]1C=CC=[N+]([O-])[C@@H]1O. Its orbital gap is 7.6388 eV.

XYZ file:
```
17
C6H6NO4, DFT wB97M-V/def2-TZVPD
C 1.7282 -1.1647 -0.0104
H -1.1935 1.1865 0.4239
O 0.6038 -0.2746 2.7318
N 0.5659 -1.6246 -0.2123
O -1.5275 0.6864 2.7683
O 0.2835 -2.8261 -0.6499
H -1.3575 -2.1022 -1.1253
C -0.6661 -0.9306 0.2421
H 1.0614 2.2006 0.2629
C -0.3434 0.5033 0.5981
H -1.1009 -1.5075 1.0805
C -0.4302 0.2927 2.3224
H 3.0463 0.4561 0.4858
C 1.9979 0.2094 0.1511
C 0.9599 1.0424 0.3753
O -1.6395 -1.1670 -0.8230
H 2.5884 -1.9594 -0.2152
```


(3)
Molecular formula: C6H6O
Method: DFT, wB97M-V/def2-TZVPD

The charge is 0. Its orbital gap is 11.0396 eV.

XYZ file:
```
13
C6H6O, DFT wB97M-V/def2-TZVPD
O 2.0413 -1.0769 0.1208
C -0.9303 1.1493 -0.1546
H -2.1105 3.0814 0.0266
H 1.7994 0.7754 -0.6442
C -0.1434 -0.0715 -0.2694
H -0.1237 -0.3954 -1.3206
H 1.6261 -1.6192 0.8112
H -1.6077 -2.0786 -0.8010
C -1.1056 -1.5944 0.0156
H 1.3652 0.6481 1.0885
C -1.5517 2.1756 -0.0640
C -0.6041 -1.1275 1.0727
C 1.3450 0.1339 0.1183
```


(4)
Molecular formula: C6H6O
Method: DFT, wB97M-V/def2-TZVPD

The charge is 0. As for the SMILES: O=CC1=CCC=C1. Its orbital gap is 9.4874 eV.

XYZ file:
```
13
C6H6O, DFT wB97M-V/def2-TZVPD
H 2.0594 0.3213 0.9600
C 0.2365 -0.5451 -1.8112
C 1.3259 0.0934 0.1911
H 2.2153 -1.2368 -1.2521
C 1.6091 -0.3306 -1.2119
C -0.7016 0.4677 1.6110
C -0.0204 0.1133 0.3667
O -1.9029 0.5105 1.7353
C -0.6976 -0.3027 -0.8853
H -0.0572 0.6989 2.4713
H 0.0852 -0.8334 -2.8478
H 2.1691 0.3993 -1.7865
H -1.7600 -0.4100 -0.9890
```


(5)
Molecular formula: C6H6O
Method: DFT, wB97M-V/def2-TZVPD

The charge is 0. Its orbital gap is 9.2931 eV.

XYZ file:
```
13
C6H6O, DFT wB97M-V/def2-TZVPD
O -0.9239 -1.6662 1.8959
H 0.5288 1.9346 0.3832
H 1.8949 -0.0362 0.7972
C -0.6003 0.2873 -0.3335
C -1.7959 0.0628 0.3567
C 0.1462 -0.8596 -0.3899
H -0.2408 -1.7460 -0.9686
H 2.1789 -0.1441 -0.9615
H 0.7684 1.5352 -1.3841
H -2.8382 0.4827 0.2314
C 0.6163 1.2261 -0.3892
C -1.1525 -0.9825 0.9590
C 1.4180 -0.0942 -0.1966
```


(6)
Molecular formula: C6H6O
Method: DFT, wB97M-V/def2-TZVPD

The charge is 0. As for the SMILES: C#CC[C@H](O)C#C. Its orbital gap is 11.0451 eV.

XYZ file:
```
13
C6H6O, DFT wB97M-V/def2-TZVPD
C 1.0285 0.1580 -1.0395
C -0.1825 0.1679 1.1783
H -0.4626 0.7396 2.0751
H 0.3121 1.9026 -0.1957
H 0.5560 -1.6321 0.9965
H 1.6179 -0.9673 -2.9221
C -2.3860 -0.3569 -0.2219
C 1.3502 -0.4401 -2.0338
H 1.7274 1.2154 0.5806
H -3.2720 -0.5939 -0.7583
C 0.7480 0.9528 0.1631
O 0.3847 -1.0107 1.7188
C -1.4217 -0.1353 0.4589
```


(7)
Molecular formula: C6H6O2
Method: DFT, wB97M-V/def2-TZVPD

The charge is 0. Its orbital gap (alpha / beta) is 6.2678 / 6.1483 eV.

XYZ file:
```
14
C6H6O2, DFT wB97M-V/def2-TZVPD
C 1.6754 -1.0538 0.0289
C -0.8678 -0.8508 -0.2118
H 2.1496 -1.6295 0.8500
H 2.7821 0.6386 -0.8978
O -3.3050 -1.2607 -0.1185
H 3.0032 0.3506 0.9243
C -2.9839 2.2482 -0.0316
H 1.6367 1.0793 0.2866
C 2.3581 0.3653 0.0276
H 1.7635 -1.7305 -0.9264
O -2.3815 1.2502 -0.4771
C -2.2849 -0.6726 -0.2290
H -3.8506 2.2574 0.6660
C 0.3050 -0.9916 0.1089
```


(8)
Molecular formula: C6H6O2
Method: DFT, wB97M-V/def2-TZVPD

The charge is 0. As for the SMILES: C1=CC2=C(C1)OCO2. Its orbital gap is 8.1802 eV.

XYZ file:
```
14
C6H6O2, DFT wB97M-V/def2-TZVPD
C -1.0920 1.1652 -0.0582
C 0.1721 -0.7005 -0.3483
O 1.5068 1.0933 -0.2470
H 2.4993 0.0151 1.1969
C -1.9246 -0.2224 -0.0740
H -1.3950 -2.3176 0.0924
H -1.4634 2.0772 -0.5744
H -2.9766 -0.2290 0.0082
H -1.1599 1.4278 1.0134
C 0.2240 0.7015 -0.3951
C 2.2209 -0.1230 0.1491
C -1.1082 -1.2884 -0.0810
H 3.0890 -0.3304 -0.4449
O 1.4075 -1.2688 -0.2370
```


(9)
Molecular formula: C6H6O2
Method: DFT, wB97M-V/def2-TZVPD

The charge is 0. As for the SMILES: C#C/C=C/C.O=C=O. Its orbital gap is 9.6241 eV.

XYZ file:
```
14
C6H6O2, DFT wB97M-V/def2-TZVPD
C -0.7382 0.4653 0.6829
H 0.4234 0.5154 0.8903
C 0.0730 -0.0279 -1.4633
C 0.9650 -0.2612 -2.2233
H -2.7298 0.7751 1.6892
O 1.9620 -1.9434 0.4846
H -1.7191 2.0942 1.5246
C -1.0464 0.1921 -0.5811
H -2.0642 0.1556 -1.1356
O 3.4472 -1.6051 -1.1869
C -1.6498 1.0238 1.6784
H 1.8185 -0.4321 -2.8087
H -1.5455 0.8798 2.7257
C 2.8039 -1.8315 -0.2766
```


(10)
Molecular formula: C6H6O2S2
Method: DFT, wB97M-V/def2-TZVPD

The charge is 0. Its orbital gap is 7.7491 eV.

XYZ file:
```
16
C6H6O2S2, DFT wB97M-V/def2-TZVPD
H -1.4823 -2.3228 0.4058
C -0.8605 0.8435 -0.1375
H -2.6130 -1.0592 -0.5167
C -1.6720 -1.6097 -0.3887
S 2.5465 -1.2971 -0.1046
O 2.7272 -1.7825 1.2742
H 1.4586 2.4475 1.5340
C 0.4411 1.6255 0.3047
C 1.6253 0.2644 -0.2807
H -1.6088 -2.1671 -1.2511
S 1.5878 2.0359 -0.9570
O 0.5253 2.2226 1.5022
C 0.7607 -0.8726 -0.5558
H -1.3020 1.5328 -1.0118
C -0.5602 -0.6033 -0.4374
H -1.5738 0.7422 0.6205
```


(11)
Molecular formula: C6H6O3
Method: DFT, wB97M-V/def2-TZVPD

The charge is 0. Its orbital gap (alpha / beta) is 8.2849 / 7.6992 eV.

XYZ file:
```
15
C6H6O3, DFT wB97M-V/def2-TZVPD
O 1.4307 -1.4668 -1.3946
O 0.5302 1.1293 -2.5297
C 0.4279 -1.9439 1.3104
H -1.7138 3.1174 0.2141
C -1.0265 1.1799 0.7701
C 0.3784 0.5835 -1.3509
C -1.7038 2.2621 0.9326
O -0.7599 0.0030 1.2358
H 0.2322 -1.9180 2.3970
C 0.2692 -0.7738 0.6699
H -2.1048 2.7116 1.8704
H 1.1249 -2.7213 1.0711
C 0.7446 -0.5101 -0.7005
H 0.9954 -2.4090 -1.3562
H 1.1752 0.7559 -3.1396
```


(12)
Molecular formula: C6H6O3S
Method: DFT, wB97M-V/def2-TZVPD

The charge is 0. Its orbital gap (alpha / beta) is 8.6573 / 6.7293 eV.

XYZ file:
```
16
C6H6O3S, DFT wB97M-V/def2-TZVPD
O 1.7265 -0.9618 1.6812
H -0.0169 -0.2568 -2.9033
C -0.4096 0.1255 -2.0371
H 1.2131 1.6419 -1.6572
C -1.7098 -0.5996 -0.1417
H 1.9694 -1.7526 2.2650
C -1.3884 -0.6413 -1.5019
C -0.8928 0.2070 0.7026
H -1.8499 -1.3126 -2.1893
O 0.4284 1.8717 2.5879
O 2.7613 -1.0627 0.7949
C 0.3654 0.9951 -1.2184
C 0.1555 0.9396 0.1771
H -2.5591 -1.0580 0.2320
H -0.9761 0.0850 1.8227
S 1.1829 1.7795 1.3853
```


What energy above the lowest of the compared OMol25 structures with the same formula, charge and spin values result from the calculations? In sequence: 60.6, 95.0, 146.9, 23.4, 103.1, 90.8, 148.9, 57.0, 40.2, 116.2, 155.6, 129.2 kcal per mole.